1.
A molecular structure, C20H27ClIN3O4OsSi in a non-equilibrium geometry. Source: the OMol25 dataset; level of theory: the ωB97M-V functional and the def2-TZVPD basis.

Structure (XYZ):
```
58
Properties=species:S:1:pos:R:3
Os 1.712 -1.074 -0.645
C 2.482 -2.131 3.326
C 2.162 -0.734 2.920
C 2.076 0.314 3.870
C 1.693 1.583 3.473
C 1.376 1.823 2.145
C 1.492 0.750 1.254
N 1.910 -0.482 1.657
N 1.246 0.733 -0.066
Si 0.224 1.836 -1.090
C 0.848 3.600 -0.977
C -1.540 1.611 -0.481
C 0.559 1.069 -2.782
H 3.290 -2.158 4.056
H 2.733 -2.742 2.462
H 1.596 -2.562 3.799
H 2.304 0.102 4.906
H 1.630 2.386 4.195
H 1.062 2.797 1.800
H 0.560 4.100 -0.052
H 0.403 4.172 -1.794
H 1.933 3.664 -1.082
H -1.568 1.331 0.572
H -2.059 0.831 -1.042
H -2.100 2.540 -0.605
H 1.455 1.493 -3.239
H -0.268 1.234 -3.473
H 0.697 -0.025 -2.718
N 5.669 -0.514 -2.188
C 4.838 -0.661 -1.183
O 3.592 -0.635 -1.404
C 5.411 -0.834 0.186
I 5.305 1.087 1.155
H 5.309 -0.360 -3.120
H 6.670 -0.516 -2.064
H 6.458 -1.117 0.175
H 4.827 -1.532 0.777
C -4.421 -1.599 -2.931
C -4.480 -0.810 -1.658
C -5.274 0.316 -1.529
C -5.330 1.028 -0.336
Cl -6.311 2.430 -0.210
C -4.592 0.602 0.758
C -3.780 -0.514 0.648
C -3.712 -1.217 -0.552
O -2.916 -2.305 -0.765
C -2.119 -2.802 0.276
C -0.896 -1.889 0.469
O -0.778 -1.128 1.404
O -0.024 -1.967 -0.523
H -5.044 -1.146 -3.698
H -4.761 -2.623 -2.763
H -3.397 -1.669 -3.302
H -5.868 0.650 -2.370
H -4.654 1.144 1.691
H -3.189 -0.822 1.500
H -1.783 -3.785 -0.050
H -2.656 -2.877 1.221
```

The calculation puts the LUMO energy (spin up / spin down) at -0.343 / -0.347 Ha. Its net charge is +2. The HOMO energy (spin up / spin down) comes out at -12.37 / -12.37 eV. The energy above the lowest of the compared OMol25 structures with the same formula, charge and spin comes out at 2.4402 eV.


2.
A single C3H5N3O4 molecule in a non-equilibrium geometry. Source: the OMol25 dataset; level of theory: the ωB97M-V functional and the def2-TZVPD basis.

Structure (XYZ):
```
15
Properties=species:S:1:pos:R:3
C -1.160 -0.757 -0.286
C -0.122 -0.097 0.207
C 1.459 -1.800 0.091
N 1.495 2.228 -0.539
N -0.155 1.211 0.771
N -2.538 -0.434 -0.279
O -2.791 0.640 -0.812
O -3.371 -1.168 0.233
O 0.323 2.283 0.084
O 1.121 -0.464 0.329
H 0.716 -2.437 0.435
H 2.456 -1.959 0.539
H 1.793 -1.968 -1.019
H 1.903 3.130 -0.776
H -1.131 1.591 1.021
```

The calculation puts the LUMO energy (spin up / spin down) at -0.008 / -0.080 Ha. The HOMO energy (spin up / spin down) comes out at -9.81 / -8.98 eV. The energy above the lowest of the compared OMol25 structures with the same formula, charge and spin comes out at 12.1236 eV.


3.
5 unconnected molecules or ions with the total composition C33H73N4O3 in a non-equilibrium geometry. Source: the OMol25 dataset; level of theory: the ωB97M-V functional and the def2-TZVPD basis.

Structure (XYZ):
```
113
Properties=species:S:1:pos:R:3
O -0.417 -0.076 -0.280
C 0.571 0.808 -0.308
O 1.389 0.665 -1.267
O 0.715 1.613 0.632
H -0.914 0.397 0.391
C -2.153 2.622 3.902
C -1.808 3.889 3.144
C -1.722 3.699 1.641
N -1.029 4.877 0.867
C 0.438 5.011 1.413
C -1.863 6.188 0.697
C -1.728 6.738 -0.669
C -1.633 5.481 -1.510
C -0.958 4.457 -0.603
H -2.259 2.850 4.962
H -1.407 1.831 3.819
H -3.068 2.090 3.642
H -0.858 4.262 3.525
H -2.429 4.758 3.360
H -2.713 3.439 1.268
H -1.086 2.823 1.512
H 1.107 5.538 0.732
H 0.959 4.071 1.596
H 0.356 5.651 2.291
H -1.722 6.871 1.534
H -2.906 5.942 0.898
H -0.796 7.303 -0.703
H -2.575 7.299 -1.064
H -1.109 5.815 -2.405
H -2.547 5.136 -1.994
H 0.112 4.591 -0.766
H -1.086 3.403 -0.850
C -3.583 -1.031 -2.989
C -2.681 -2.272 -3.389
C -1.348 -1.983 -4.126
N -0.358 -3.042 -3.771
C 0.161 -2.652 -2.350
C -0.904 -4.493 -4.093
C -0.881 -4.662 -5.631
C 0.386 -3.864 -5.963
C 0.843 -3.027 -4.790
H -4.094 -1.336 -2.076
H -4.364 -0.689 -3.668
H -2.896 -0.198 -2.838
H -3.187 -3.058 -3.950
H -2.528 -2.635 -2.373
H -1.049 -1.034 -3.680
H -1.357 -2.114 -5.208
H 0.502 -1.622 -2.448
H 0.991 -3.339 -2.182
H -0.583 -2.783 -1.564
H -0.201 -5.128 -3.556
H -1.743 -4.581 -3.403
H -0.978 -5.710 -5.913
H -1.770 -4.128 -5.966
H 1.197 -4.569 -6.149
H 0.170 -3.171 -6.776
H 1.561 -3.473 -4.103
H 1.139 -1.993 -4.967
C 3.369 1.023 3.052
C 4.565 1.442 2.130
C 4.121 2.540 1.185
N 5.136 2.624 0.037
C 5.260 1.257 -0.718
C 6.505 3.291 0.273
C 6.854 3.790 -1.141
C 5.564 4.341 -1.797
C 4.512 3.631 -0.970
H 3.708 0.846 4.072
H 3.075 0.047 2.666
H 2.538 1.728 3.024
H 4.897 0.550 1.599
H 5.450 1.724 2.700
H 3.928 3.545 1.559
H 3.278 2.279 0.544
H 4.318 0.728 -0.863
H 5.954 0.657 -0.129
H 5.849 1.386 -1.627
H 7.254 2.574 0.610
H 6.215 3.997 1.051
H 7.315 3.025 -1.767
H 7.663 4.518 -1.202
H 5.518 4.124 -2.864
H 5.428 5.417 -1.688
H 3.728 3.120 -1.529
H 4.000 4.408 -0.403
C -6.075 -4.162 3.415
C -4.837 -4.654 2.661
C -3.421 -4.648 3.351
N -2.170 -5.011 2.422
C -2.298 -6.451 1.847
C -0.806 -4.870 3.154
C -0.482 -3.347 3.186
C -1.230 -2.787 1.986
C -1.957 -3.982 1.373
H -6.171 -4.797 4.296
H -6.972 -4.285 2.808
H -6.064 -3.102 3.669
H -4.697 -3.980 1.815
H -5.177 -5.636 2.333
H -3.155 -5.286 4.193
H -3.184 -3.679 3.791
H -1.418 -6.694 1.251
H -3.176 -6.348 1.210
H -2.485 -7.160 2.654
H 0.018 -5.258 2.555
H -0.701 -5.405 4.098
H 0.586 -3.138 3.125
H -0.768 -2.884 4.130
H -0.462 -2.354 1.345
H -1.875 -2.073 2.498
H -1.410 -4.439 0.549
H -2.919 -3.637 0.994
```

The calculation puts the LUMO energy at -0.215 Ha. Its net charge is +3. The HOMO energy comes out at -14.39 eV. The energy above the lowest of the compared OMol25 structures with the same formula, charge and spin comes out at 1.1619 eV.


4.
2 unconnected molecules or ions with the total composition H4O2 in a non-equilibrium geometry. Source: the OMol25 dataset; level of theory: the ωB97M-V functional and the def2-TZVPD basis.

Structure (XYZ):
```
6
Properties=species:S:1:pos:R:3
H -3.131 0.221 -0.219
H -2.038 -0.610 -0.887
O -2.189 0.276 -0.455
H 1.816 0.550 0.405
H 3.208 -0.152 0.741
O 2.334 -0.284 0.416
```

The calculation puts the LUMO energy (spin up / spin down) at 0.145 / 0.144 Ha. Its net charge is -1. The HOMO energy (spin up / spin down) comes out at 1.48 / -6.07 eV. As for the expectation value of S²: 0.7503. The energy above the lowest of the compared OMol25 structures with the same formula, charge and spin comes out at 0.6065 eV. Its spin multiplicity is 2.


5.
2 unconnected molecules or ions with the total composition C10H20INO5S in a non-equilibrium geometry. Source: the OMol25 dataset; level of theory: the ωB97M-V functional and the def2-TZVPD basis.

Structure (XYZ):
```
38
Properties=species:S:1:pos:R:3
O -2.049 2.913 -1.248
C -1.428 1.989 -1.705
N -1.025 1.923 -3.061
C -0.343 0.638 -3.285
C 0.214 0.376 -1.884
O 0.811 -0.883 -1.657
C -0.959 0.729 -0.976
C -2.074 -0.330 -0.948
C -3.453 0.214 -0.549
C -4.351 -0.918 -0.046
I -6.424 -0.551 -0.398
H -1.818 2.117 -3.659
H -1.036 -0.138 -3.638
H 0.477 0.733 -4.006
H 0.949 1.185 -1.736
H 1.103 -1.251 -2.498
H -0.647 0.989 0.039
H -2.148 -0.833 -1.922
H -1.771 -1.105 -0.232
H -3.352 0.989 0.219
H -3.926 0.702 -1.408
H -4.276 -1.050 1.034
H -4.115 -1.864 -0.535
O 0.858 0.074 1.840
S 1.732 -0.911 2.408
O 1.833 -1.019 3.830
O 3.178 -0.729 1.781
C 3.735 0.609 1.777
C 4.279 1.014 3.130
C 1.374 -2.485 1.714
H 2.974 1.304 1.420
H 4.526 0.561 1.032
H 3.483 1.130 3.862
H 4.805 1.965 3.036
H 4.976 0.263 3.502
H 1.327 -2.378 0.633
H 0.410 -2.788 2.116
H 2.149 -3.184 2.017
```

The calculation puts the LUMO energy at 0.011 Ha. The structure (SMILES) is O=C1NC[C@H](O)[C@@H]1CCCI.CCOS(C)(=O)=O. The HOMO energy comes out at -9.34 eV.


6.
2 unconnected molecules or ions with the total composition C4H16N3O in a non-equilibrium geometry. Source: the OMol25 dataset; level of theory: the ωB97M-V functional and the def2-TZVPD basis.

Structure (XYZ):
```
24
Properties=species:S:1:pos:R:3
N -0.850 -1.368 0.891
C 0.010 -0.699 -0.197
C -0.128 0.816 -0.422
C 0.134 1.634 0.903
N -0.863 1.367 1.941
C -0.289 -1.523 -1.462
N -1.714 -1.853 -1.482
H -1.635 -0.806 1.277
H -1.145 -2.267 0.538
H -0.231 -1.322 1.709
H 1.065 -0.794 0.026
H -1.155 1.035 -0.706
H 0.608 1.205 -1.121
H -0.003 2.651 0.473
H 1.071 1.412 1.404
H -1.652 2.047 1.927
H -0.537 1.392 2.891
H 0.029 -0.946 -2.354
H 0.118 -2.544 -1.288
H -2.029 -2.413 -2.269
H -2.337 -1.050 -1.566
H 3.359 1.893 -0.001
H 4.538 1.067 -0.720
O 3.635 1.064 -0.390
```

The calculation puts the LUMO energy at -0.102 Ha. Its net charge is +1. The HOMO energy comes out at -13.35 eV. The energy above the lowest of the compared OMol25 structures with the same formula, charge and spin comes out at 1.1853 eV.


| no. | total energy (hartree) |
| --- | --- |
| 1 | -2381.02686 |
| 2 | -582.12441 |
| 3 | -1744.91420 |
| 4 | -152.81357 |
| 5 | -1519.86827 |
| 6 | -401.25380 |